Molecular formula: C26H43F5N2O5S
Method: DFT, ωB97M-V with the def2-TZVPD basis set

As for the total charge: 0. The value obtained for the HOMO energy is -0.336 hartree. Its SMILES is N#C[C@H]([C@@H](S)C#N)C(F)(F)C(F)(F)F.C1CCOC1.C1CCOC1.C1CCOC1.C1CCOC1.C1CCOC1. As for the spin multiplicity: 1. The frontier orbital gap is 0.3536 hartree.

Each line ends with the Löwdin charge.
Element x y z (Å)
N  -6.4764  2.3338  -1.7604  0.2282
C  -6.7054  3.1511  -0.9915  -0.1614
C  -6.7952  4.3824  -0.1961  -0.2006
C  -5.3666  4.7239  0.3229  -0.5810
S  -5.1747  6.4860  0.7364  0.8314
C  -4.9812  3.9037  1.4769  -0.2563
N  -4.8244  3.2536  2.4096  0.2010
C  -7.8693  4.2340  0.8998  -0.4184
F  -7.6312  5.0666  1.9259  0.1240
F  -7.8611  2.9751  1.3773  0.1400
C  -9.3185  4.5292  0.3621  -0.5454
F  -10.1930  3.6787  0.8813  0.1884
F  -9.6860  5.7660  0.6948  0.1768
F  -9.3619  4.4296  -0.9684  0.1692
H  -7.0709  5.1871  -0.8761  0.1530
H  -4.6770  4.4686  -0.4834  0.1094
H  -5.0437  6.9084  -0.5319  -0.1156
C  -3.8482  4.0749  -5.6271  -0.1689
C  -3.5532  2.8596  -4.7503  -0.1646
C  -3.6922  3.4447  -3.3543  -0.2149
O  -4.6731  4.4901  -3.4529  -0.1718
C  -4.9401  4.7736  -4.8272  -0.2086
H  -4.1666  3.8208  -6.6373  0.1104
H  -2.9641  4.7126  -5.6972  0.1126
H  -4.3090  2.0876  -4.9109  0.1171
H  -2.5723  2.4197  -4.9243  0.1119
H  -2.7500  3.8845  -3.0100  0.1207
H  -4.0203  2.7154  -2.6165  0.0780
H  -5.9303  4.3806  -5.0831  0.1174
H  -4.9491  5.8553  -4.9716  0.1136
C  -1.6101  -0.2335  0.4442  -0.1628
C  -1.4501  -0.8320  -0.9490  -0.1655
C  -2.4762  -0.0380  -1.7464  -0.2050
O  -2.5411  1.2549  -1.1393  -0.1663
C  -1.8593  1.2311  0.1206  -0.1937
H  -0.7384  -0.3820  1.0778  0.0948
H  -2.4827  -0.6639  0.9418  0.1165
H  -0.4420  -0.6387  -1.3227  0.1087
H  -1.6276  -1.9060  -0.9874  0.1125
H  -3.4674  -0.5014  -1.6944  0.1186
H  -2.2048  0.0792  -2.7973  0.1124
H  -0.9160  1.7789  0.0200  0.1184
H  -2.4762  1.7343  0.8671  0.1044
C  4.0726  -1.1700  0.6713  -0.1669
C  3.6503  -1.6477  2.0587  -0.1610
C  2.3130  -0.9446  2.2370  -0.1946
O  1.7458  -0.8246  0.9282  -0.1606
C  2.7361  -1.1368  -0.0558  -0.2031
H  4.8046  -1.8142  0.1906  0.0968
H  4.4971  -0.1649  0.7285  0.1168
H  3.5070  -2.7285  2.0624  0.0860
H  4.3636  -1.3968  2.8437  0.1128
H  2.4418  0.0598  2.6562  0.1167
H  1.6227  -1.5006  2.8729  0.1175
H  2.4984  -2.1141  -0.4922  0.1150
H  2.6968  -0.3870  -0.8477  0.1151
C  3.1476  -7.1245  3.4865  -0.1702
C  3.5298  -6.9117  2.0241  -0.1691
C  2.8782  -5.5675  1.7299  -0.2049
O  2.8980  -4.8356  2.9582  -0.1616
C  3.2428  -5.7081  4.0367  -0.2010
H  3.7957  -7.8239  4.0124  0.1108
H  2.1209  -7.4898  3.5578  0.1138
H  4.6151  -6.8361  1.9258  0.1135
H  3.1817  -7.7013  1.3600  0.1113
H  1.8386  -5.6902  1.4089  0.1201
H  3.4089  -4.9933  0.9682  0.1130
H  4.2624  -5.4778  4.3648  0.1175
H  2.5626  -5.5256  4.8691  0.1173
C  9.6447  -2.1361  0.1799  -0.1706
C  9.1986  -2.6244  1.5557  -0.1700
C  7.8548  -1.9248  1.7080  -0.2045
O  7.3158  -1.8021  0.3899  -0.1596
C  8.3237  -2.1067  -0.5768  -0.2026
H  10.3863  -2.7773  -0.2941  0.1108
H  10.0607  -1.1291  0.2544  0.1136
H  9.0622  -3.7081  1.5444  0.1133
H  9.8942  -2.3769  2.3561  0.1113
H  7.9743  -0.9233  2.1350  0.1190
H  7.1496  -2.4819  2.3267  0.1150
H  8.1016  -3.0818  -1.0239  0.1173
H  8.2977  -1.3520  -1.3635  0.1172

Cartesian forces (eV/Å) of the 3 atoms listed first:
-0.171 -0.397 0.100
0.118 0.458 -0.377
0.224 -0.249 0.224


Molecular formula: C26H43N4PS3Sn
Method: DFT, ωB97M-V with the def2-TZVPD basis set

As for the total charge: +2. The energy above the lowest of the compared OMol25 structures with the same formula, charge and spin comes out at 338.6 kJ/mol. The value obtained for the HOMO energy (alpha / beta) is -0.423 / -0.370 hartree. As for the spin multiplicity: 1. The frontier orbital gap (alpha / beta) is 0.2481 / 0.1858 hartree.

Each line ends with the Löwdin charge.
Element x y z (Å)
Sn  10.3279  12.5267  11.5878  0.7552
C  5.7469  6.9729  14.5874  -0.1111
C  7.1349  7.0828  14.4138  -0.0846
C  7.6608  5.7738  14.2960  -0.1378
C  6.7192  4.9137  14.7234  -0.1067
C  5.4580  5.6028  14.8722  -0.0154
H  5.0110  7.7686  14.5902  0.0857
H  7.7022  7.9573  14.4068  0.0768
H  8.6709  5.5467  13.9982  0.0920
H  6.8724  3.8608  14.9117  0.1058
H  4.6052  5.1066  15.2614  0.0982
C  13.5274  9.8781  12.8477  -0.4739
C  14.0179  10.5367  11.5409  -0.4757
S  12.9880  11.8874  10.8584  0.7719
C  14.0132  13.3154  11.2859  -0.5168
C  13.8342  13.7646  12.6976  -0.5506
S  12.1046  14.1699  13.1237  0.6981
C  12.0726  13.1490  14.6713  -0.5073
C  12.1107  11.6287  14.4321  -0.5931
S  13.7843  10.9536  14.3524  0.8950
H  14.0759  9.0148  13.0275  0.0451
H  12.5399  9.5403  12.7197  0.0470
H  14.0314  9.7576  10.7716  0.0659
H  15.0805  10.8320  11.6502  0.0965
H  13.7656  14.1069  10.5461  0.0928
H  15.0772  13.0242  11.1068  0.1048
H  14.3826  14.7065  12.8527  0.0855
H  14.3484  13.0763  13.4132  0.0375
H  11.0958  13.3663  15.1390  0.0740
H  12.8854  13.4487  15.3818  0.0984
H  11.4976  11.4161  13.5284  -0.0682
H  11.5866  11.0940  15.2926  0.0982
C  5.5209  16.2064  10.5186  -0.0878
N  5.2503  14.9518  11.4008  -0.0950
C  5.0821  15.3970  12.8472  -0.1206
N  6.2295  16.1377  13.3789  -0.1203
C  6.6752  17.2455  12.4573  -0.1333
N  6.7284  16.8666  11.0054  -0.1807
C  7.9132  16.1098  10.6014  -0.3043
P  7.9933  14.6230  11.7181  0.9272
C  6.3440  13.8920  11.2216  -0.2461
C  7.4225  15.2542  13.3862  -0.3142
H  4.6662  16.9809  10.6453  0.1716
H  5.6273  15.8955  9.4520  0.1502
H  4.3689  14.4595  11.0968  0.1985
H  4.8082  14.5636  13.5047  0.1442
H  4.1406  15.9901  12.8676  0.1522
H  7.6402  17.7053  12.8425  0.1596
H  5.9093  18.0404  12.5205  0.1347
H  8.7202  16.7628  10.9331  0.0936
H  7.9967  15.8827  9.5201  0.1113
H  5.9948  13.0995  11.9121  0.1086
H  6.3818  13.5330  10.1792  0.1065
H  8.2189  15.7683  13.9029  0.0906
H  7.1158  14.3755  13.9801  0.1029
C  11.1371  7.8754  8.8322  0.0201
N  9.7182  8.0755  9.2413  -0.1792
C  9.2095  6.9118  10.1274  0.0475
C  9.5459  9.3865  10.0217  -0.1211
C  9.3686  10.5889  9.1336  -0.2577
C  8.7760  10.5176  7.8271  -0.0785
C  8.8143  11.5005  6.9147  -0.0943
C  9.4184  12.7092  7.2693  -0.0688
C  10.0105  12.8761  8.5363  -0.1707
C  9.9149  11.8460  9.4538  -0.4137
H  11.1260  7.0177  8.1704  0.1115
H  11.7246  7.5715  9.7252  0.1213
H  11.5265  8.7630  8.4368  0.0918
H  9.2218  8.1551  8.3643  0.1375
H  9.6863  7.0811  11.1277  0.1214
H  9.6231  6.0723  9.6329  0.0826
H  8.1055  6.9669  10.1466  0.1197
H  10.4373  9.5118  10.6909  0.1079
H  8.6500  9.1937  10.7744  0.1616
H  8.2660  9.6024  7.5464  0.1026
H  8.4165  11.3253  5.9172  0.1195
H  9.5415  13.5490  6.5528  0.1173
H  10.6571  13.7413  8.7467  0.0893

Cartesian forces (eV/Å) of the 3 atoms listed first:
-0.345 -0.740 -0.466
-0.820 -0.414 0.698
-2.341 -0.279 -0.747


Molecular formula: C26H44AuN2O2S2SbSi3
Method: DFT, ωB97M-V with the def2-TZVPD basis set

As for the total charge: 0. The value obtained for the HOMO energy (alpha / beta) is -0.241 / -0.289 hartree. Its expectation value of S² is 2.028. As for the spin multiplicity: 3. The frontier orbital gap (alpha / beta) is 0.2577 / 0.2117 hartree.

Each line ends with the Löwdin charge.
Element x y z (Å)
Au  0.0815  -0.2501  0.3049  0.8515
C  4.7206  -0.5040  0.2260  -0.0758
C  3.5068  -1.1135  0.8497  -0.6164
S  2.7225  -0.3160  2.1444  1.0022
C  2.9381  -2.3102  0.4615  -0.7729
C  3.7132  -3.3021  -0.3598  -0.1059
S  1.3004  -2.6200  0.7780  0.7212
H  4.7098  0.5737  0.3802  0.0783
H  4.7495  -0.6993  -0.8455  0.0897
H  5.6321  -0.9046  0.6788  0.0923
H  4.7873  -3.2089  -0.2044  0.0792
H  3.5035  -3.1370  -1.4203  0.0865
H  3.3977  -4.3161  -0.1210  0.0734
C  -3.8726  1.8956  -2.1177  -0.3095
Sb  -1.8891  1.0365  -2.0978  1.4105
C  -1.3915  1.3444  -0.0171  -0.5721
C  -2.4566  0.9907  0.9585  -0.4321
C  -2.2687  1.1952  2.3385  -0.0489
C  -3.2537  0.8306  3.2317  -0.0673
C  -4.4259  0.2573  2.7530  -0.0760
C  -4.5315  0.0773  1.3864  -0.1430
N  -3.5895  0.4257  0.5129  0.0832
Si  -0.6414  3.0775  0.1497  0.3915
C  -2.0564  4.3189  -0.0047  -0.1843
C  0.1578  3.4681  1.8034  -0.1789
C  0.5401  3.4530  -1.2563  -0.2066
C  -2.2594  -1.1832  -2.2349  -0.5464
C  -2.4629  -1.9138  -0.9390  -0.3812
C  -3.5072  -2.8386  -0.7728  -0.0518
C  -3.7204  -3.4819  0.4252  -0.0375
C  -2.8783  -3.2183  1.4944  -0.0519
C  -1.8385  -2.3486  1.2694  -0.1880
N  -1.6220  -1.7367  0.0980  -0.0226
Si  -0.6983  -1.8716  -3.1274  0.4151
C  -0.7307  -1.5415  -4.9773  -0.1813
C  -0.6216  -3.7151  -2.7934  -0.1569
C  0.9715  -1.1501  -2.6449  -0.2036
Si  -3.7904  -1.3462  -3.3810  0.4468
C  -3.7704  -0.1344  -4.8232  -0.1887
C  -3.9782  -3.0421  -4.1976  -0.1753
C  -5.3817  -1.0725  -2.3976  -0.1759
H  -3.8081  2.7828  -1.4890  -0.0151
H  -4.6203  1.2401  -1.6966  -0.0278
H  -4.1386  2.1977  -3.1303  -0.0007
H  -1.3386  1.6174  2.6909  0.0867
H  -3.1084  0.9856  4.2939  0.1065
H  -5.2252  -0.0460  3.4148  0.0972
H  -5.4225  -0.3787  0.9626  0.1034
H  -2.8927  4.0669  0.6530  0.0331
H  -2.4360  4.3878  -1.0265  0.0162
H  -1.7020  5.3143  0.2774  0.0320
H  -0.5880  3.6782  2.5729  0.0275
H  0.7540  4.3765  1.6777  0.0388
H  0.8262  2.6818  2.1490  0.0070
H  0.0207  3.5725  -2.2088  0.0060
H  1.3043  2.6837  -1.3608  0.0114
H  1.0454  4.3975  -1.0344  0.0348
H  -4.1686  -3.0536  -1.5947  0.0621
H  -4.5412  -4.1812  0.5238  0.1148
H  -3.0100  -3.6759  2.4639  0.1086
H  -1.1317  -2.1197  2.0581  0.0825
H  -1.5353  -2.0179  -5.5305  0.0108
H  0.2135  -1.9210  -5.3775  0.0365
H  -0.7590  -0.4686  -5.1788  0.0374
H  -1.5494  -4.2259  -3.0597  0.0254
H  -0.4239  -3.9048  -1.7352  0.0212
H  0.1910  -4.1673  -3.3681  0.0379
H  0.9909  -0.0591  -2.6174  0.0100
H  1.6738  -1.4658  -3.4239  0.0385
H  1.3527  -1.5267  -1.6964  -0.0348
H  -3.2777  -0.5585  -5.6956  0.0229
H  -3.3110  0.8333  -4.6222  -0.0077
H  -4.8135  0.0513  -5.0948  0.0411
H  -3.0943  -3.3601  -4.7483  0.0153
H  -4.7972  -2.9549  -4.9188  0.0408
H  -4.2422  -3.8466  -3.5101  0.0277
H  -5.9502  -0.2423  -2.8197  0.0345
H  -5.1857  -0.8480  -1.3488  0.0063
H  -6.0148  -1.9625  -2.4403  0.0398
O  1.7846  1.1191  0.3445  -0.4232
O  2.5686  1.1832  1.5712  -0.5759

Cartesian forces (eV/Å) of the 3 atoms listed first:
-0.039 0.193 -0.091
-0.005 0.003 -0.001
0.004 0.025 0.018